Run i
16
Properties=species:S:1:pos:R:3 method="wB97M-V/def2-TZVPD" homo_energy_ev="-6.88 / -7.58" homo_lumo_gap_ev="7.007 / 8.102" e_lumo_ha="0.0048 / 0.0193" smiles="C[C@H]1SC2=C1CCO2"
C -1.209 -1.726 -0.350
C -0.055 -1.482 0.598
S 1.746 -1.701 0.034
C 1.724 0.080 0.286
C 0.032 0.017 0.820
C -0.364 1.290 0.047
C 0.922 2.103 -0.232
O 2.080 1.229 -0.303
H -1.479 -1.134 -1.172
H -2.076 -1.860 0.265
H -1.271 -2.819 -0.714
H -0.168 -2.131 1.514
H -0.821 1.046 -0.861
H -1.111 1.763 0.696
H 0.886 2.563 -1.182
H 1.164 2.763 0.553


Run ii
16
Properties=species:S:1:pos:R:3 method="wB97M-V/def2-TZVPD" homo_energy_ev=-8.97 homo_lumo_gap_ev=9.531 e_lumo_ha=0.0205
C 1.223 1.783 0.174
C 0.271 0.604 0.171
C -0.580 0.347 1.383
C -1.288 -0.677 0.502
C -0.166 -1.677 0.143
C 0.971 -0.718 -0.110
H 0.669 2.714 0.330
H 1.942 1.569 0.989
H 1.740 1.772 -0.803
H -0.116 0.016 2.321
H -1.233 1.175 1.730
H -2.326 -0.997 0.763
H -0.431 -2.320 -0.727
H 0.023 -2.388 0.949
O 2.101 -0.929 -0.469
S -1.229 0.495 -0.961


Run iii
16
Properties=species:S:1:pos:R:3 method="wB97M-V/def2-TZVPD" homo_energy_ev=-8.89 homo_lumo_gap_ev=9.181 e_lumo_ha=0.0106 smiles="C=C(/C=C/C)OC=S"
C -1.796 -1.305 0.764
C -0.670 -0.910 0.169
C 0.421 -1.792 -0.236
C 1.554 -1.381 -0.821
C 2.669 -2.284 -1.242
O -0.459 0.418 -0.170
C -0.709 1.364 0.733
S -0.658 2.947 0.411
H -1.921 -2.341 1.021
H -2.595 -0.575 0.975
H 0.241 -2.870 -0.068
H 1.661 -0.312 -0.974
H 3.598 -1.990 -0.751
H 2.843 -2.226 -2.327
H 2.472 -3.300 -1.016
H -0.903 0.970 1.724


Of them, the most stable is run ii and the least stable is run i.


Run i
13
Properties=species:S:1:pos:R:3 method="wB97M-V/def2-TZVPD" homo_energy_ev=-9.91 homo_lumo_gap_ev=9.071 e_lumo_ha=-0.0310 smiles="C=C(C#N)C(=C)C=O"
C -0.685 -1.718 -0.756
C -0.140 -0.465 -0.718
C 0.112 0.258 -1.954
N 0.258 0.752 -2.971
C 0.139 0.285 0.525
C -0.633 0.149 1.636
C 1.159 1.391 0.535
O 1.475 1.985 1.532
H -0.938 -2.092 -1.727
H -0.661 -2.415 0.145
H -0.416 0.907 2.467
H -1.442 -0.605 1.700
H 1.771 1.568 -0.414


Run ii
13
Properties=species:S:1:pos:R:3 method="wB97M-V/def2-TZVPD" homo_energy_ev=-9.69 homo_lumo_gap_ev=9.544 e_lumo_ha=-0.0054
C -2.188 -0.500 0.077
C -0.751 -0.296 0.493
C -0.285 1.035 0.476
C 0.971 1.272 -0.074
C 1.502 -0.184 -0.428
C 0.361 -1.122 -0.366
H -0.440 -0.482 1.536
H -1.058 1.889 0.878
H 1.176 2.342 -1.048
H 2.557 -0.428 -0.983
H 0.126 -2.109 -0.963
N -3.376 -0.251 -0.263
O 1.404 -1.165 0.667


Run iii
13
Properties=species:S:1:pos:R:3 method="wB97M-V/def2-TZVPD" homo_energy_ev=-10.16 homo_lumo_gap_ev=8.904 e_lumo_ha=-0.0462 smiles="C=CC1=NC(=O)C=C1"
C -2.997 0.061 0.191
C -1.941 -0.701 -0.175
C -0.606 -0.150 -0.224
N 0.328 -0.910 -0.114
C 1.541 -0.221 -0.088
O 2.669 -0.745 0.289
C 1.287 1.281 -0.056
C -0.036 1.289 -0.043
H -2.970 1.154 0.511
H -3.928 -0.188 0.743
H -1.673 -1.884 -0.250
H 2.186 1.791 -0.067
H -0.755 2.095 -0.081


Of them, the most stable is run i and the least stable is run ii.


Run i
13
Properties=species:S:1:pos:R:3 method="wB97M-V/def2-TZVPD" homo_energy_ev=-10.20 homo_lumo_gap_ev=9.717 e_lumo_ha=-0.0176
C -1.659 -1.447 0.836
C -0.320 0.372 0.091
C 1.461 0.275 -0.515
C 0.321 1.208 -0.931
C 0.883 0.064 0.815
C -1.403 -0.385 -0.009
N -1.635 -2.338 1.603
O 2.234 -0.314 -1.202
H -0.046 0.908 -1.911
H 0.269 2.249 -0.763
H 1.245 0.582 1.576
H 0.811 -1.000 1.177
H -2.162 -0.175 -0.767


Run ii
13
Properties=species:S:1:pos:R:3 method="wB97M-V/def2-TZVPD" homo_energy_ev=-8.95 homo_lumo_gap_ev=9.277 e_lumo_ha=0.0120
C -1.993 0.406 -0.103
C -0.425 -0.720 0.048
C 0.686 -1.516 0.034
C 1.842 0.352 -0.124
C 0.753 1.134 -0.007
C -0.500 0.616 -0.033
H -2.588 0.687 -1.073
H -2.582 0.376 0.959
H 0.622 -2.648 0.444
H 2.851 0.933 0.072
H 1.086 2.261 0.203
N 1.971 -0.902 -0.249
O -1.723 -0.980 -0.173


Of them, the most stable is run i and the least stable is run ii.


Run i
51
Properties=species:S:1:pos:R:3 method="wB97M-V/def2-TZVPD" homo_energy_ev=-8.66 homo_lumo_gap_ev=9.293 e_lumo_ha=0.0233 smiles="CCOC(=O)[C@]1(Cc2ccccc2C)CCCN(S(=O)(=O)CC)C1"
C 3.348 3.967 1.121
C 3.578 2.463 1.107
O 2.661 1.804 0.230
C 1.451 1.519 0.717
O 1.102 1.789 1.838
C 0.553 0.892 -0.343
C 1.267 -0.251 -1.092
C 1.341 -1.532 -0.301
C 2.049 -1.547 0.895
C 2.126 -2.686 1.674
C 1.490 -3.840 1.253
C 0.802 -3.841 0.054
C 0.717 -2.703 -0.739
C -0.034 -2.777 -2.035
C 0.200 2.045 -1.311
C -0.927 1.671 -2.273
C -2.134 1.142 -1.500
N -1.711 0.053 -0.658
S -2.812 -1.135 -0.326
O -3.382 -1.516 -1.588
O -2.157 -2.133 0.462
C -4.164 -0.404 0.665
C -3.719 -0.193 2.093
C -0.739 0.415 0.336
H 3.415 4.368 0.112
H 2.364 4.187 1.526
H 4.100 4.444 1.743
H 3.459 2.053 2.115
H 4.568 2.218 0.718
H 2.277 0.086 -1.340
H 0.730 -0.433 -2.018
H 2.548 -0.648 1.226
H 2.677 -2.671 2.603
H 1.534 -4.736 1.854
H 0.311 -4.745 -0.273
H -0.926 -2.153 -1.996
H -0.355 -3.799 -2.221
H 0.587 -2.458 -2.872
H 1.092 2.331 -1.870
H -0.118 2.908 -0.717
H -0.591 0.903 -2.970
H -1.219 2.548 -2.852
H -2.891 0.747 -2.179
H -2.571 1.956 -0.899
H -4.461 0.511 0.161
H -4.967 -1.132 0.592
H -3.220 -1.094 2.442
H -4.570 0.013 2.738
H -3.021 0.637 2.170
H -0.552 -0.468 0.946
H -1.107 1.227 0.982


Run ii
51
Properties=species:S:1:pos:R:3 method="wB97M-V/def2-TZVPD" homo_energy_ev=-8.52 homo_lumo_gap_ev=8.899 e_lumo_ha=0.0138 smiles="CC(C)(C)c1ccc(CS(=O)(=O)C[C@@H](O)CN2CCCC2=O)cc1"
C -2.748 1.343 -4.997
C -2.396 0.362 -4.109
C -3.829 -0.488 -3.942
C -1.496 -0.589 -4.640
C -2.159 0.641 -2.542
C -2.051 1.977 -2.066
C -1.509 2.242 -1.017
C -1.349 1.246 -0.008
C -1.059 1.544 1.356
S 0.668 2.311 1.359
O 1.218 2.096 2.746
O 0.814 3.373 0.533
C 1.521 0.872 0.337
C 1.778 -0.465 1.046
O 1.827 -1.493 0.261
C 3.040 -0.053 1.999
N 2.898 -1.144 3.079
C 2.871 -0.312 4.517
C 2.379 -1.405 5.345
C 2.612 -2.847 4.583
C 2.635 -2.329 3.329
O 2.531 -3.019 2.237
C -1.661 -0.013 -0.381
C -1.956 -0.604 -1.651
H -3.529 2.054 -4.795
H -1.786 1.860 -5.243
H -2.915 1.037 -6.047
H -4.496 -0.048 -3.595
H -3.842 -1.414 -3.543
H -4.195 -0.787 -5.057
H -1.536 -1.116 -5.717
H -0.397 -0.315 -4.482
H -1.242 -1.676 -4.049
H -2.042 2.714 -2.875
H -1.578 3.135 -0.479
H -0.963 0.847 2.027
H -1.605 2.496 1.903
H 2.632 1.413 -0.067
H 0.909 0.626 -0.449
H 0.896 -0.503 1.612
H 2.391 -2.316 0.470
H 3.918 -0.758 1.511
H 3.023 0.865 2.292
H 2.213 0.349 4.359
H 4.004 -0.073 4.662
H 2.646 -1.452 6.360
H 1.204 -1.189 5.497
H 1.597 -3.591 4.915
H 3.532 -3.218 4.965
H -1.449 -0.649 0.346
H -1.968 -1.534 -1.895


Of them, the most stable is run i and the least stable is run ii.


Run i
81
Properties=species:S:1:pos:R:3 method="wB97M-V/def2-TZVPD" homo_energy_ev=-13.70 total_charge=+2 homo_lumo_gap_ev=7.965 e_lumo_ha=-0.2109
Ti -2.330 -0.017 0.669
F 3.939 0.387 -1.772
C 3.534 0.472 -0.492
C 2.219 0.288 -0.207
C 1.793 0.313 1.129
C 0.400 0.110 1.447
O -0.402 -0.174 0.482
C 0.019 0.239 2.791
C 1.011 0.428 3.734
N 2.302 0.570 3.462
C 3.271 0.727 4.547
C 3.892 2.072 4.779
C 2.891 1.523 5.751
C 2.736 0.530 2.134
C 4.085 0.733 1.816
C 4.504 0.716 0.504
N 5.865 0.942 0.190
C 6.261 1.490 -1.098
C 7.550 2.269 -0.943
N 8.615 1.365 -0.354
C 8.167 0.762 0.961
C 6.860 0.034 0.735
C -1.372 0.213 3.364
O -1.577 0.285 4.532
O -2.389 0.135 2.453
H 1.515 0.101 -1.004
H 0.727 0.466 4.777
H 3.875 -0.159 4.688
H 3.552 2.881 4.146
H 4.936 2.107 5.059
H 1.921 1.999 5.784
H 3.242 1.147 6.700
H 4.797 0.950 2.600
H 5.511 2.185 -1.465
H 6.386 0.710 -1.861
H 7.447 3.098 -0.247
H 7.932 2.632 -1.895
H 9.487 1.881 -0.228
H 8.823 0.613 -1.017
H 8.050 1.602 1.643
H 8.962 0.107 1.309
H 6.529 -0.382 1.683
H 7.028 -0.817 0.055
O -5.477 1.542 -1.050
C -4.440 1.345 -0.529
O -4.031 0.141 0.010
C -3.289 2.369 -0.386
O -3.388 3.525 -0.587
O -2.150 1.706 0.006
C -8.135 -1.246 -0.263
C -7.503 -2.593 0.065
C -6.985 -3.333 -1.168
C -5.768 -2.703 -1.828
N -4.615 -2.844 -0.906
C -3.367 -2.428 -0.968
S -2.406 -2.502 0.497
N -2.764 -1.939 -2.057
C -3.218 -1.845 -3.461
C -2.178 -1.065 -4.251
C -2.068 0.408 -3.862
C -3.281 1.232 -4.276
H -8.644 -0.830 0.607
H -8.881 -1.351 -1.055
H -7.402 -0.507 -0.589
H -8.231 -3.234 0.565
H -6.697 -2.452 0.795
H -7.771 -3.378 -1.924
H -6.742 -4.372 -0.924
H -5.925 -1.641 -2.014
H -5.555 -3.208 -2.766
H -4.853 -3.189 0.014
H -1.760 -1.905 -1.940
H -4.177 -1.344 -3.500
H -3.335 -2.849 -3.869
H -2.447 -1.146 -5.307
H -1.210 -1.569 -4.154
H -1.168 0.825 -4.316
H -1.908 0.495 -2.780
H -3.459 1.143 -5.349
H -3.141 2.290 -4.052
H -4.195 0.921 -3.767


Run ii
81
Properties=species:S:1:pos:R:3 method="wB97M-V/def2-TZVPD" homo_energy_ev=-13.70 total_charge=+2 homo_lumo_gap_ev=7.977 e_lumo_ha=-0.2103
Ti -0.281 0.135 -0.457
F -4.775 -4.586 1.685
C -3.602 -4.756 1.047
C -2.875 -3.651 0.708
C -1.608 -3.785 0.121
C -0.877 -2.609 -0.303
O -1.398 -1.445 -0.245
C 0.426 -2.855 -0.814
C 0.914 -4.138 -0.881
N 0.200 -5.224 -0.563
C 0.770 -6.541 -0.723
C 0.287 -7.423 -1.842
C 1.671 -6.854 -1.878
C -1.074 -5.085 -0.056
C -1.866 -6.198 0.256
C -3.149 -6.067 0.772
N -3.953 -7.188 0.957
C -5.397 -7.055 1.001
C -6.047 -8.343 0.496
N -5.582 -9.491 1.317
C -4.103 -9.604 1.251
C -3.487 -8.300 1.757
C 1.288 -1.701 -1.289
O 2.486 -1.749 -1.276
O 0.576 -0.696 -1.742
H -3.256 -2.661 0.915
H 1.925 -4.304 -1.223
H 1.004 -7.001 0.231
H -0.434 -7.000 -2.527
H 0.140 -8.473 -1.645
H 1.882 -6.102 -2.620
H 2.509 -7.505 -1.690
H -1.477 -7.184 0.061
H -5.717 -6.249 0.339
H -5.760 -6.832 2.015
H -5.777 -8.529 -0.545
H -7.133 -8.260 0.562
H -6.028 -10.363 1.006
H -5.859 -9.329 2.296
H -3.813 -9.791 0.213
H -3.771 -10.440 1.868
H -2.402 -8.377 1.703
H -3.763 -8.152 2.815
O 1.513 3.144 0.941
C 1.205 2.048 0.589
O 0.501 1.719 -0.462
C 1.478 0.724 1.432
O 2.214 0.644 2.361
O 0.700 -0.221 0.947
C 0.879 5.456 -1.388
C -0.220 5.735 -0.371
C -1.626 5.698 -0.979
C -2.010 4.337 -1.558
N -2.102 3.363 -0.480
C -2.104 2.049 -0.457
S -2.074 1.212 1.025
N -2.122 1.207 -1.565
C -2.721 1.588 -2.856
C -2.873 0.358 -3.747
C -1.543 -0.285 -4.158
C -0.651 0.649 -4.970
H 1.848 5.670 -0.949
H 0.756 6.079 -2.270
H 0.882 4.410 -1.688
H -0.066 6.727 0.054
H -0.125 5.017 0.446
H -1.677 6.431 -1.787
H -2.358 5.990 -0.223
H -1.250 4.033 -2.279
H -2.978 4.417 -2.061
H -2.042 3.795 0.439
H -2.538 0.310 -1.281
H -2.099 2.323 -3.361
H -3.714 2.016 -2.672
H -3.408 0.665 -4.648
H -3.491 -0.385 -3.233
H -1.764 -1.170 -4.759
H -0.995 -0.617 -3.267
H -1.193 1.051 -5.822
H 0.214 0.106 -5.341
H -0.285 1.470 -4.357


Of them, the most stable is run i and the least stable is run ii.


Run i
12
Properties=species:S:1:pos:R:3 method="wB97M-V/def2-TZVPD" s2=0.849 homo_energy_ev="-16.86 / -16.72" total_charge=+1 homo_lumo_gap_ev="8.602 / 7.994" e_lumo_ha="-0.3034 / -0.3207" spin_multiplicity=2
N 0.534 -1.008 0.908
H 1.439 -1.078 0.464
H 0.430 -0.018 1.125
H -0.389 2.352 1.944
H 0.322 -1.516 1.755
N -0.807 -0.896 -1.983
C -0.020 0.164 -1.524
O -0.269 1.381 -1.613
H -1.762 -1.018 -1.621
H -0.055 1.721 2.170
H -0.433 0.077 -0.326
H 1.010 -0.160 -1.299


Run ii
12
Properties=species:S:1:pos:R:3 method="wB97M-V/def2-TZVPD" s2=0.947 homo_energy_ev="-16.52 / -16.13" total_charge=+1 homo_lumo_gap_ev="8.125 / 6.986" e_lumo_ha="-0.3086 / -0.3360" spin_multiplicity=2
N -1.478 0.263 0.263
H -1.616 0.623 -0.668
H -1.021 -0.630 0.107
H 0.016 -3.032 0.316
H -2.217 0.129 0.934
N 1.331 1.883 0.202
C 1.173 0.805 -0.652
O 1.996 -0.081 -0.950
H 1.550 1.682 1.190
H -0.621 -2.670 0.321
H 0.612 0.096 0.214
H 0.276 0.931 -1.277


Of them, the most stable is run i and the least stable is run ii.


Run i
13
Properties=species:S:1:pos:R:3 method="wB97M-V/def2-TZVPD" homo_energy_ev=-2.23 total_charge=-1 homo_lumo_gap_ev=6.688 e_lumo_ha=0.1640 smiles=CNCC[O-]
C 0.298 -1.605 -0.848
N 0.140 -0.147 -0.856
C 0.607 0.585 0.329
C -0.667 1.381 0.902
O -1.609 0.556 1.360
H -0.372 -1.968 -1.632
H 0.084 -2.144 0.080
H 1.291 -1.877 -1.237
H -0.871 -0.056 -0.918
H 1.295 1.344 -0.068
H 0.965 -0.051 1.132
H -0.930 2.003 0.015
H -0.231 1.979 1.740


Run ii
13
Properties=species:S:1:pos:R:3 method="wB97M-V/def2-TZVPD" homo_energy_ev=-2.63 total_charge=-1 homo_lumo_gap_ev=7.247 e_lumo_ha=0.1695
C -0.287 -0.513 0.522
N 0.280 -1.157 1.788
C 0.546 0.850 0.167
C -0.891 0.845 -0.274
O -1.353 0.768 -1.610
H -0.778 -0.329 1.655
H 1.730 -0.547 -2.488
H -0.444 -1.319 -0.304
H -0.269 -1.907 2.176
H 0.809 1.127 1.211
H 1.339 1.147 -0.521
H 0.978 -0.405 -2.609
H -1.660 1.440 0.287


Run iii
13
Properties=species:S:1:pos:R:3 method="wB97M-V/def2-TZVPD" homo_energy_ev=-1.91 total_charge=-1 homo_lumo_gap_ev=6.200 e_lumo_ha=0.1576
C 0.688 2.289 0.899
O 1.224 1.535 -0.147
H -0.261 2.770 0.629
H 1.441 3.009 1.210
H 0.436 1.653 1.754
C -0.492 -2.476 -1.068
C -0.955 -1.248 -0.641
N -0.586 -0.565 0.458
H 0.413 -2.833 -0.592
H -0.912 -2.959 -1.932
H -1.621 -0.681 -1.291
H -0.030 -1.231 1.000
H 0.655 0.738 -0.278


Run iv
13
Properties=species:S:1:pos:R:3 method="wB97M-V/def2-TZVPD" homo_energy_ev=-2.58 total_charge=-1 homo_lumo_gap_ev=6.815 e_lumo_ha=0.1558
C 0.564 1.647 -1.121
O 0.329 2.236 0.088
H 1.370 0.916 -1.336
H -0.395 1.018 -1.295
H 0.589 2.364 -2.087
C 0.380 -1.742 0.683
C -1.279 -0.200 0.835
N -0.955 -1.338 1.271
H 0.607 -1.348 -0.307
H 0.584 -2.913 0.794
H 1.390 -1.270 1.125
H -2.397 -0.072 0.732
H -0.787 0.700 0.617


Of them, the most stable is run iii and the least stable is run ii.


Run i
13
Properties=species:S:1:pos:R:3 method="wB97M-V/def2-TZVPD" homo_energy_ev=-1.86 total_charge=-1 homo_lumo_gap_ev=5.552 e_lumo_ha=0.1358
C 2.974 -0.497 -1.736
O 1.676 -0.677 -1.408
H 3.706 -1.245 -1.318
H 3.421 0.459 -1.329
H 3.128 -0.469 -2.838
C -1.785 0.053 0.091
C -2.077 0.587 2.326
N -2.597 0.031 1.321
H -0.818 -0.422 0.275
H -2.270 -0.578 -0.648
H -1.580 1.055 -0.286
H -2.549 0.425 3.294
H -1.229 1.276 2.255


Run ii
13
Properties=species:S:1:pos:R:3 method="wB97M-V/def2-TZVPD" homo_energy_ev=-2.58 total_charge=-1 homo_lumo_gap_ev=7.327 e_lumo_ha=0.1745
C 0.649 0.388 -0.260
N 1.959 -0.065 -1.078
C -0.254 -0.882 -0.434
C -0.448 -0.313 0.928
O -1.473 0.522 1.195
H 1.694 -0.063 0.147
H -3.027 1.276 -1.291
H 0.265 1.291 -0.724
H 2.685 0.667 -0.970
H 0.365 -1.764 -0.425
H -0.967 -0.907 -1.278
H -2.637 1.288 -0.659
H 0.135 -0.797 1.763


Of them, the most stable is run i and the least stable is run ii.